Below is C16H10BrEuF5 as an isolated structure in a non-equilibrium geometry, with properties calculated with wB97M-V/def2-TZVPD.

## Properties
Net charge: -2
Frontier orbital gap (spin up / spin down): 0.1728 / 0.2200 hartree
Spin multiplicity: 8
Molecular weight: 529.11 g mol⁻¹
Energy relative to the best compared isomer or geometry (same formula, charge and spin): 91.3 kJ/mol
LUMO energy (spin up / spin down): 0.18898 / 0.18886 hartree
Calculated total energy: -4399.3667 Eh

Geometry (Å):
Eu1 0.2708 -0.3700 -0.4007
Br1 1.3227 -2.6331 0.7792
F1 1.8917 1.3604 2.1290
F2 -1.2221 1.2509 5.7041
F3 1.2686 1.9363 4.6619
F4 -3.0643 -0.0394 4.0621
F5 -2.4993 -0.6055 1.5847
C1 2.1408 -0.3124 -2.6853
C2 1.6534 1.6659 -1.6239
C3 0.3627 1.3184 3.9266
C4 -1.8472 -1.6658 -0.8814
C5 2.5190 0.9254 -0.7945
C6 -2.2278 -0.3398 -1.1955
C7 -1.6665 -0.0175 -2.4581
C8 0.6545 1.0350 2.5814
C9 1.4399 0.9009 -2.8136
C10 -1.5400 0.0441 2.2950
C11 -1.8743 0.3016 3.6258
C12 -1.0559 -2.1653 -1.9506
C13 2.8153 -0.3078 -1.4463
C14 -0.3313 0.4594 1.7987
C15 -0.9091 0.9609 4.4349
C16 -0.9682 -1.1529 -2.9311
H1 3.3381 -1.1577 -0.9983
H2 2.1327 -1.1343 -3.3866
H3 -2.6720 0.3990 -0.5334
H4 0.8110 1.2017 -3.6540
H5 -0.4452 -1.2409 -3.8772
H6 -0.5231 -3.1175 -1.9568
H7 1.1222 2.5881 -1.3649
H8 2.7426 1.1332 0.2436
H9 -1.7237 0.9550 -2.9507
H10 -1.9159 -2.1763 0.0760

Atomic forces in eV per Å
1.03 0.07 -2.07
0.48 -1.17 0.67
-0.21 0.10 0.15
-0.10 0.18 0.80
0.64 0.63 1.39
-1.38 -0.23 1.27
0.09 0.20 0.10
0.18 0.30 0.11
-0.17 -0.02 -0.67
-1.18 -0.99 -1.76
-0.46 -0.78 -0.34
0.72 -0.37 -0.09
-0.17 0.11 -0.33
-0.15 -0.24 -0.11
-2.62 -0.50 1.30
0.07 0.51 0.31
0.99 1.13 1.79
2.48 0.78 -0.94
-0.44 0.10 -0.15
0.20 0.36 0.29
0.38 0.27 0.18
0.05 -0.46 -1.49
-0.35 -0.09 0.11
-0.12 0.44 -0.23
-0.01 0.01 -0.06
-0.18 -0.34 -0.13
0.15 -0.17 0.32
0.04 0.12 0.17
-0.27 0.27 -0.02
0.39 -0.21 -0.13
0.21 0.13 -0.32
-0.02 -0.31 0.12
-0.28 0.15 -0.28

Here are the Mulliken charges for atoms 1 to 6, given in e: 0.93 -0.75 -0.31 -0.35 -0.34 -0.32

Below is C56H49MgN6OP2S as an isolated structure in a non-equilibrium geometry, with properties calculated with wB97M-V/def2-TZVPD.

## Properties
Net charge: +1
Frontier orbital gap: 0.2600 hartree
Molecular weight: 940.37 g mol⁻¹
Energy relative to the best compared isomer or geometry (same formula, charge and spin): 183.1 kJ/mol
LUMO energy: -0.10219 hartree
Calculated total energy: -3847.9128 Eh

Geometry (Å):
S1 -1.7348 4.7267 3.2914
P1 -1.6482 0.1197 -0.9256
P2 1.3483 -0.9305 -2.9067
Mg1 -0.4876 -1.6666 1.2986
O1 1.3108 -2.1934 0.6238
N1 0.8241 5.7016 6.8999
N2 -0.7488 0.2826 2.3664
N3 -0.3002 1.3083 -2.9233
N4 1.5253 -3.3702 2.5517
N5 -2.3213 -2.4603 2.4819
N6 0.2111 -3.0063 2.6236
C1 3.3759 -3.4043 0.9516
C2 3.5407 0.2812 -1.8194
C3 -4.7504 -1.9223 -2.1012
C4 4.0651 -1.4025 -3.4096
C5 -1.6313 4.7669 -2.8948
C6 5.3869 -1.3726 -3.0705
C7 -1.4504 3.0199 3.1008
C8 -0.5603 5.5225 -3.3383
C9 0.5501 -4.5363 -4.6684
C10 1.1936 -2.2459 -4.2300
C11 -4.2380 -3.2009 4.2551
C12 0.2415 1.7515 0.2095
C13 -2.2262 2.4155 1.9677
C14 -0.4847 -3.4847 3.5778
C15 3.1156 -0.6081 -2.8344
C16 0.6559 4.8822 -3.5183
C17 -1.2756 1.5284 0.1825
C18 -2.0026 2.8776 0.4904
C19 4.2637 -4.0733 1.8677
C20 0.7418 -4.3522 -6.0310
C21 -5.8509 -0.0648 -1.0439
C22 -1.5199 3.3835 -2.7099
C23 1.3656 5.4393 5.7199
C24 -1.3526 5.3330 5.8902
C25 2.0311 -2.9174 1.3992
C26 -1.9790 -3.1826 3.5381
C27 0.6116 0.5496 -3.7586
C28 -5.9176 -1.2886 -1.7492
C29 -1.7364 1.0081 1.5646
C30 1.3459 -2.0523 -5.6119
C31 0.8035 2.9585 0.2397
C32 5.4592 -4.4928 1.3822
C33 -3.5370 -1.4156 -1.7257
C34 -3.5845 -2.0796 2.2656
C35 -4.5644 -2.3962 3.1664
C36 -0.7519 5.1061 4.6798
C37 -0.6308 2.2264 3.8371
C38 5.7628 -4.4445 0.0085
C39 -1.4988 0.5451 -2.7262
C40 -4.6305 0.4777 -0.6621
C41 0.7025 -3.4617 -3.7811
C42 0.8109 3.5000 -3.2842
C43 4.8770 0.2887 -1.4447
C44 -0.5237 5.6277 6.9780
C45 0.6142 5.2021 4.5262
C46 4.8380 -3.8874 -0.8735
C47 3.6600 -3.3132 -0.3977
C48 -1.2568 4.1658 0.2689
C49 -3.4579 -0.2381 -0.9681
C50 0.0569 4.2337 0.1559
C51 1.1219 -3.1079 -6.4936
C52 -2.9553 -3.6125 4.4933
C53 -0.3141 2.7277 -2.9476
C54 -0.2536 0.8937 3.4005
C55 0.0207 -4.3336 4.6767
C56 5.8042 -0.5546 -2.0141
H1 3.9837 -4.2247 2.9187
H2 0.6731 5.1171 -0.0818
H3 2.4334 5.4813 5.6795
H4 0.5012 0.3779 3.9569
H5 1.8266 3.1214 -3.3529
H6 -2.6106 5.2602 -2.6257
H7 0.3337 -5.5155 -4.3024
H8 1.0848 -4.6044 4.5588
H9 -0.9155 5.8095 7.9978
H10 -3.7777 -1.5747 1.3464
H11 1.2624 -2.8917 -7.5804
H12 0.0976 0.1913 -4.7155
H13 1.6737 -1.0877 -6.0040
H14 -2.9786 2.9529 -0.0070
H15 6.7513 -4.7638 -0.3544
H16 2.8557 0.8851 -1.1638
H17 1.4463 1.1414 -4.0801
H18 -0.7255 6.5396 -3.6297
H19 -2.4138 0.9780 -3.1298
H20 -2.6571 0.3001 1.4844
H21 -2.4443 5.2778 6.0391
H22 1.8702 2.9897 0.1850
H23 6.0888 -2.0552 -3.5362
H24 6.8055 -0.5474 -1.6485
H25 -1.9311 4.9971 0.0067
H26 -0.0548 -3.8409 5.6755
H27 -4.5306 1.4654 -0.2321
H28 1.0732 4.9768 3.5448
H29 -5.0736 -3.4569 4.9220
H30 -6.8094 0.4293 -0.8729
H31 0.4363 -3.5919 -2.7310
H32 1.5460 5.4356 -3.7910
H33 -3.3034 2.4780 2.2303
H34 -5.5904 -2.0400 3.0701
H35 -2.7425 -4.2752 5.3145
H36 -1.4151 -0.4021 -3.2828
H37 0.0239 2.5981 4.6502
H38 2.8793 -2.8993 -1.0533
H39 -6.8905 -1.7427 -2.0456
H40 5.0751 -3.7637 -1.9140
H41 -2.6350 -1.9514 -2.0266
H42 -4.8064 -2.8549 -2.6992
H43 6.2325 -4.7691 2.0580
H44 0.8955 0.8890 0.2136
H45 -0.5581 -5.2516 4.7567
H46 3.7732 -2.1515 -4.1137
H47 0.4827 -5.1230 -6.7188
H48 5.1194 0.9660 -0.6220
H49 -2.4216 2.9428 -2.3613

Atomic forces in eV per Å
-0.65 -0.47 -0.44
-0.70 -0.21 0.29
-0.88 -0.94 -0.44
0.04 0.58 -0.14
0.42 0.53 -0.73
-1.04 -0.50 -0.23
0.42 0.22 0.03
0.66 0.05 -0.34
0.84 -0.02 -0.29
0.03 0.60 -1.14
0.36 -0.63 0.79
-0.35 -0.61 1.42
-0.28 -0.07 0.37
-0.56 -1.48 -0.92
-0.05 -0.78 -0.99
-0.88 0.05 0.53
1.29 0.34 1.19
0.52 -0.21 0.04
-0.29 -0.49 -0.29
0.26 0.65 -0.04
-0.64 0.99 0.22
-1.24 0.32 0.44
-0.53 0.08 -0.03
-0.62 -0.04 0.13
-1.32 -0.22 0.86
-0.37 1.27 1.58
0.32 -0.88 0.49
1.25 0.23 0.41
-0.18 0.37 -0.08
-1.78 1.18 -0.55
-0.27 0.43 0.62
-0.79 -0.70 -0.49
0.18 1.67 -0.22
-0.82 0.30 -1.44
-0.40 0.25 1.73
-1.06 -0.34 0.33
0.55 -0.31 0.67
0.12 -0.16 -1.41
-0.84 0.61 0.37
-1.83 -1.28 0.90
0.43 -0.20 0.21
-0.46 0.17 -0.24
0.93 -0.05 -0.99
0.12 0.08 0.50
0.28 -0.57 0.66
-0.69 0.04 0.25
0.25 0.14 -0.45
1.07 0.52 0.20
-0.16 0.54 -0.08
0.13 -0.05 0.29
0.75 -0.44 -0.43
0.17 -0.87 -0.11
-0.26 0.98 0.04
-0.62 0.80 0.74
0.38 0.23 0.49
1.10 -0.38 1.04
0.41 0.26 0.32
-0.29 -0.43 0.00
-1.19 0.62 -0.98
0.47 -0.13 -0.58
1.09 -0.66 0.00
0.31 1.18 -1.07
1.14 0.26 -1.32
-0.37 -0.95 -0.57
-1.48 -0.12 -1.36
0.89 -0.29 1.10
-0.41 -0.08 -0.96
0.13 0.37 -0.56
-0.83 -0.30 0.18
0.54 -0.02 -0.09
0.36 -0.32 0.30
-0.32 -0.35 -0.11
1.16 -0.59 -0.57
-0.46 -0.41 0.25
-0.63 0.22 -0.21
0.02 -0.09 -0.85
-0.20 0.45 -0.45
-0.23 -0.44 1.00
0.47 0.46 1.11
-0.05 -0.25 0.11
0.28 -0.02 0.10
-0.61 0.06 0.21
0.39 -0.64 -1.12
0.27 0.57 -0.15
0.22 0.49 0.18
-0.10 0.42 0.18
1.44 1.12 0.00
0.73 -0.01 -0.23
0.60 0.15 0.17
-0.05 0.08 -0.05
0.60 -0.12 0.05
0.66 -0.11 0.47
-0.14 -0.10 -0.72
-0.32 -0.07 0.24
-0.15 0.32 0.81
0.63 -0.08 -0.14
0.46 0.13 0.21
0.32 -0.01 -0.16
-0.10 0.07 -0.12
0.56 -0.18 0.02
0.32 -0.16 -0.24
0.32 0.06 0.10
0.09 0.19 0.38
-0.87 0.01 -0.50
0.68 0.01 0.26
0.83 0.63 0.33
0.07 -0.29 -0.27
-0.11 0.11 0.17
0.12 0.69 0.47
0.39 -0.67 0.47
-0.10 -0.23 -0.11
-0.09 -0.12 -0.05
-0.30 -0.25 -0.53
0.19 -0.59 -0.38
0.31 -0.32 -0.23
-0.36 -0.89 0.12

Here are the Mulliken charges for atoms 1 to 6, given in e: -0.14 0.41 1.76 1.12 -0.02 -0.56

> Which of these has the highest energy relative to the best compared isomer or geometry (same formula, charge and spin)?

C56H49MgN6OP2S

> Number 2 is which compound?

C56H49MgN6OP2S